Record 1
Density functional theory data (the ωB97M-V functional and the def2-TZVPD basis) for a molecular structure, C17H12ClN3O7SSe4V.

```
! RIJCOSX wB97M-V def2-TZVPD def2/J DEFGRID3
* xyz -1 3
V 0.567 -2.542 -1.570
O 3.175 -2.487 3.528
C 1.939 -2.045 3.714
O 1.463 -1.930 4.814
C 1.156 -1.696 2.492
C -0.091 -1.090 2.480
Cl -1.061 -0.593 3.771
N -0.497 -0.951 1.197
N 0.433 -1.460 0.367
C 1.427 -1.894 1.129
C 2.610 -2.432 0.384
O 3.658 -2.687 0.960
O 2.403 -2.545 -0.881
C -1.589 -0.140 0.718
C -1.663 1.176 1.144
C -2.708 1.973 0.701
C -3.659 1.454 -0.163
C -3.561 0.139 -0.600
C -2.524 -0.667 -0.160
H 3.428 -2.537 2.566
H -0.900 1.620 1.769
H -2.721 3.014 0.996
H -4.466 2.083 -0.518
H -4.293 -0.267 -1.287
H -2.452 -1.689 -0.498
Se 0.441 -3.229 -3.982
Se 0.359 -5.516 -3.490
Se 0.517 -5.199 -1.171
Se -1.343 -3.925 -0.702
N 0.985 -0.584 -2.496
C 0.814 0.689 -1.825
C 1.745 1.110 -0.886
C 1.548 2.311 -0.225
C 0.426 3.086 -0.498
C -0.477 2.673 -1.461
C -0.287 1.469 -2.127
S 0.100 4.550 0.492
O -1.167 5.052 -0.022
O 1.245 5.411 0.276
O 0.006 4.000 1.843
H 0.512 -0.549 -3.395
H 1.972 -0.736 -2.699
H 2.617 0.500 -0.674
H 2.256 2.652 0.519
H -1.338 3.295 -1.664
H -1.005 1.132 -2.868
*
```

Output
⟨S²⟩: 2.05
HOMO (spin up / spin down), eV: -6.136 / -6.136
E_LUMO (spin up / spin down), eV: 0.85 / 1.31
Frontier orbital gap (spin up / spin down), eV: 6.98 / 7.45

Record 2
Density functional theory data (the ωB97M-V functional and the def2-TZVPD basis) for C4H6N2O in the gas phase.

```
! RIJCOSX wB97M-V def2-TZVPD def2/J DEFGRID3
* xyz 0 1
C -2.173 0.491 0.001
C -0.759 -0.027 0.073
N -0.382 -0.966 -0.960
O 0.934 -1.007 -0.853
C 1.360 -0.104 0.104
N 2.724 -0.100 0.261
C 0.349 0.558 0.764
H -2.813 -0.179 -0.580
H -2.580 0.614 1.007
H -2.163 1.473 -0.481
H 3.040 0.686 0.810
H 3.271 -0.265 -0.573
H -0.808 -1.173 0.428
*
```

Output
HOMO (spin up / spin down), eV: -8.468 / -8.468
E_LUMO (spin up / spin down), eV: -0.03 / -0.03
Frontier orbital gap (spin up / spin down), eV: 8.43 / 8.44

Record 3
Density functional theory data (the ωB97M-V functional and the def2-TZVPD basis) for a molecular structure, C27H68ClFN5O4PS2.

```
! RIJCOSX wB97M-V def2-TZVPD def2/J DEFGRID3
* xyz 0 1
C -4.370 -0.126 0.275
C -3.689 1.257 0.237
C -2.503 1.377 -0.707
Cl -3.047 0.779 -2.317
N -1.274 0.602 -0.307
P 0.226 1.134 -1.077
O 1.009 -0.228 -1.252
O -0.211 1.520 -2.554
S 1.162 2.559 -0.217
S -1.037 0.404 1.314
O 0.230 -0.196 1.515
O -1.373 1.570 2.051
F -2.090 -0.664 1.709
H -4.782 -0.261 1.274
H -3.672 -0.934 0.072
H -5.175 -0.170 -0.454
H -4.424 1.967 -0.147
H -3.427 1.610 1.230
H -2.222 2.420 -0.841
H 0.569 -0.814 -1.888
H -0.134 2.484 -2.635
C -7.716 1.783 2.074
C -6.950 1.015 3.141
N -5.813 1.752 3.662
C -4.881 0.935 4.424
C -5.369 0.298 5.729
C -6.111 3.063 4.214
C -7.132 3.145 5.355
H -7.041 2.130 1.290
H -8.467 1.135 1.619
H -8.238 2.648 2.485
H -6.557 0.098 2.693
H -7.658 0.694 3.922
H -3.991 1.535 4.634
H -4.539 0.132 3.760
H -5.478 1.032 6.526
H -4.637 -0.439 6.067
H -6.322 -0.217 5.600
H -6.460 3.702 3.398
H -5.167 3.507 4.540
H -8.035 2.573 5.135
H -7.434 4.185 5.500
H -6.726 2.790 6.301
C 2.066 2.613 -7.991
C 2.129 1.951 -6.623
N 2.796 0.664 -6.645
C 2.595 -0.116 -5.438
C 3.151 0.435 -4.120
C 4.146 0.660 -7.185
C 5.187 1.577 -6.529
H 1.636 1.933 -8.728
H 1.443 3.507 -7.942
H 3.052 2.922 -8.343
H 1.106 1.779 -6.274
H 2.583 2.657 -5.908
H 3.004 -1.117 -5.603
H 1.515 -0.259 -5.320
H 4.237 0.359 -4.070
H 2.753 -0.143 -3.284
H 2.871 1.476 -3.955
H 4.085 0.917 -8.245
H 4.507 -0.371 -7.162
H 4.803 2.588 -6.383
H 6.064 1.652 -7.175
H 5.525 1.198 -5.566
C -1.599 2.554 6.218
C -1.156 1.403 7.109
N -1.603 0.110 6.629
C -1.463 -0.954 7.606
C -0.052 -1.334 8.070
C -1.213 -0.215 5.266
C 0.287 -0.201 4.929
H -2.679 2.528 6.057
H -1.348 3.504 6.693
H -1.108 2.533 5.244
H -1.586 1.547 8.104
H -0.063 1.456 7.235
H -1.959 -1.845 7.209
H -2.045 -0.661 8.487
H 0.501 -1.872 7.301
H -0.117 -1.988 8.941
H 0.530 -0.458 8.361
H -1.718 0.485 4.595
H -1.628 -1.195 5.014
H 0.786 0.691 5.310
H 0.419 -0.208 3.848
H 0.803 -1.077 5.321
C 3.933 -3.585 -2.594
C 4.903 -4.475 -3.358
N 5.191 -3.980 -4.692
C 5.847 -4.952 -5.548
C 7.250 -5.431 -5.156
C 5.702 -2.623 -4.754
C 6.987 -2.294 -3.983
H 3.030 -3.411 -3.182
H 3.646 -4.066 -1.658
H 4.371 -2.618 -2.341
H 4.451 -5.465 -3.471
H 5.809 -4.619 -2.748
H 5.880 -4.540 -6.561
H 5.190 -5.825 -5.606
H 8.007 -4.666 -5.325
H 7.523 -6.296 -5.763
H 7.297 -5.737 -4.110
H 4.914 -1.954 -4.398
H 5.841 -2.358 -5.806
H 6.961 -2.683 -2.964
H 7.102 -1.210 -3.914
H 7.877 -2.682 -4.476
*
```

Output
HOMO, eV: -7.955
E_LUMO, eV: 0.22
Frontier orbital gap, eV: 8.17

Record 4
Density functional theory data (the ωB97M-V functional and the def2-TZVPD basis) for C6H10O in the gas phase.

```
! RIJCOSX wB97M-V def2-TZVPD def2/J DEFGRID3
* xyz 0 1
C 0.358 1.926 -0.738
C -0.014 0.566 -1.258
C 0.838 -0.615 -0.970
C -0.550 -0.540 -0.377
C -0.693 -0.359 1.123
C -0.250 -1.587 1.888
O -0.073 -2.661 1.362
H 1.060 2.430 -1.413
H 0.855 1.852 0.235
H -0.534 2.549 -0.634
H -0.425 0.560 -2.265
H 1.043 -1.312 -1.793
H 1.656 -0.516 -0.258
H -1.316 -1.187 -0.802
H -1.736 -0.139 1.412
H -0.136 0.507 1.506
H -0.083 -1.473 2.983
*
```

Output
SMILES: C[C@H]1C[C@H]1CC=O
HOMO, eV: -9.697
E_LUMO, eV: 1.07
Frontier orbital gap, eV: 10.77

Record 5
Density functional theory data (the ωB97M-V functional and the def2-TZVPD basis) for a molecular structure, C9H12ClNO8P2Pt.

```
! RIJCOSX wB97M-V def2-TZVPD def2/J DEFGRID3
* xyz 2 5
Pt 1.223 -0.697 1.356
Cl 3.851 -7.052 -1.406
C 3.204 -5.778 -0.518
C 3.209 -5.825 0.897
C 2.659 -4.814 1.615
C 2.095 -3.651 0.973
O 1.626 -2.738 1.702
C 2.093 -3.625 -0.479
C 1.491 -2.525 -1.216
O 0.995 -1.508 -0.754
C 2.637 -4.672 -1.182
H 3.647 -6.678 1.399
H 2.632 -4.841 2.696
H 1.476 -2.650 -2.308
H 2.629 -4.655 -2.266
N -0.203 2.441 4.820
C -0.185 1.796 3.462
C -1.030 2.608 2.507
P -0.875 0.016 3.526
O 0.249 -0.772 4.351
O -2.089 0.270 4.329
O -0.885 -0.453 2.096
P 1.624 1.826 2.767
O 2.454 0.629 3.417
O 1.995 3.147 3.293
O 1.442 1.429 1.326
H -1.157 2.706 5.082
H 0.399 3.276 4.770
H 0.154 1.818 5.550
H -2.022 2.802 2.926
H -1.155 2.081 1.565
H -0.565 3.576 2.291
H -0.125 -1.435 4.959
H 3.052 0.860 4.147
*
```

Output
⟨S²⟩: 6.04
HOMO (spin up / spin down), eV: -15.285 / -16.669
E_LUMO (spin up / spin down), eV: -6.81 / -11.11
Frontier orbital gap (spin up / spin down), eV: 8.48 / 5.56

Record 6
Density functional theory data (the ωB97M-V functional and the def2-TZVPD basis) for a molecular structure, C3H8N3.

```
! RIJCOSX wB97M-V def2-TZVPD def2/J DEFGRID3
* xyz 1 1
C -0.757 -0.786 -1.442
C -1.448 0.088 0.109
C 1.775 0.525 0.757
N -0.898 0.536 -1.094
N -1.527 -1.209 -0.425
N 0.675 -0.127 1.254
H -0.398 -1.344 -2.283
H -2.206 0.619 0.700
H 2.450 -0.120 0.285
H 1.580 1.116 -0.203
H 2.252 1.284 1.443
H -0.158 1.316 -1.154
H -1.901 -2.060 -0.149
H 0.560 0.161 2.204
*
```

Output
HOMO (spin up / spin down), eV: -13.447 / -14.094
E_LUMO (spin up / spin down), eV: -5.08 / -5.59
Frontier orbital gap (spin up / spin down), eV: 8.36 / 8.51

Record 7
Density functional theory data (the ωB97M-V functional and the def2-TZVPD basis) for 2 unconnected molecules or ions with the total composition C3H11N2S.

```
! RIJCOSX wB97M-V def2-TZVPD def2/J DEFGRID3
* xyz 1 1
C 2.516 0.294 -1.339
C 2.069 0.750 0.029
S 0.368 1.698 -0.074
H 3.497 0.596 -1.275
H 2.029 0.780 -2.080
H 2.367 -0.711 -1.542
H 1.850 -0.052 0.732
H 2.693 1.471 0.498
H 0.761 2.876 -0.712
N -2.510 -0.078 1.431
C -1.929 -0.706 0.399
N -2.140 -2.002 0.250
H -3.120 -0.485 2.102
H -2.118 0.789 1.777
H -1.562 -0.227 -0.431
H -2.033 -2.346 -0.635
H -2.739 -2.647 0.869
*
```

Output
HOMO, eV: -12.455
E_LUMO, eV: -4.23
Frontier orbital gap, eV: 8.22

Record 8
Density functional theory data (the ωB97M-V functional and the def2-TZVPD basis) for a molecular structure, C37H41CaClNO6P2S3Se.

```
! RIJCOSX wB97M-V def2-TZVPD def2/J DEFGRID3
* xyz -1 1
Ca -1.251 0.151 0.670
C 2.293 1.845 4.777
C 2.248 2.116 3.278
S 1.467 0.897 2.206
C 2.457 -0.580 2.489
C 2.020 -1.445 3.669
S 0.257 -1.845 3.789
C -0.536 -0.388 4.545
C 0.165 0.185 5.779
S 0.715 1.910 5.661
H 2.895 2.634 5.236
H 2.801 0.907 5.001
H 3.269 2.267 2.912
H 1.693 3.037 3.090
H 3.508 -0.288 2.601
H 2.364 -1.157 1.569
H 2.349 -1.030 4.621
H 2.500 -2.422 3.573
H -1.519 -0.775 4.821
H -0.709 0.391 3.804
H 1.000 -0.432 6.111
H -0.536 0.219 6.614
Cl -1.106 3.149 -0.817
C -0.350 3.293 -2.373
C -0.887 4.225 -3.253
C -0.337 4.369 -4.515
C 0.747 3.585 -4.891
C 1.275 2.667 -3.998
C 0.740 2.498 -2.721
P 1.361 1.282 -1.487
C 2.809 2.179 -0.813
C 3.783 1.426 -0.151
C 4.851 2.046 0.472
C 4.952 3.434 0.469
C 3.980 4.189 -0.166
C 2.915 3.564 -0.808
C 2.194 0.054 -2.564
C 3.432 0.242 -3.179
C 3.974 -0.745 -3.987
C 3.288 -1.938 -4.184
C 2.068 -2.144 -3.561
C 1.529 -1.155 -2.749
H -1.735 4.818 -2.939
H -0.759 5.089 -5.204
H 1.180 3.688 -5.877
H 2.113 2.055 -4.303
H 3.696 0.345 -0.126
H 5.603 1.447 0.972
H 5.783 3.921 0.965
H 4.046 5.270 -0.167
H 2.163 4.167 -1.302
H 3.983 1.160 -3.009
H 4.938 -0.589 -4.456
H 3.717 -2.712 -4.809
H 1.546 -3.085 -3.683
H 0.607 -1.325 -2.208
O 1.423 -3.333 0.433
C 0.467 -2.558 0.408
O 0.489 -1.312 0.176
C -0.924 -3.146 0.682
C -1.078 -4.551 0.715
C -2.308 -5.072 0.966
C -3.398 -4.205 1.217
C -4.699 -4.673 1.515
C -5.706 -3.789 1.781
C -5.454 -2.400 1.762
C -4.211 -1.915 1.465
C -3.154 -2.813 1.183
N -1.914 -2.311 0.890
H -0.199 -5.155 0.543
H -2.470 -6.145 0.992
H -4.875 -5.742 1.537
H -6.698 -4.152 2.016
H -6.246 -1.700 1.994
H -4.032 -0.845 1.459
C -1.992 0.367 -3.675
P -2.323 -0.548 -2.118
C -2.201 -2.279 -2.727
C -4.139 -0.380 -2.003
H -2.616 -0.004 -4.492
H -0.941 0.269 -3.954
H -2.202 1.428 -3.522
H -2.814 -2.426 -3.620
H -2.546 -2.956 -1.943
H -1.168 -2.537 -2.962
H -4.623 -0.607 -2.956
H -4.377 0.629 -1.669
H -4.508 -1.059 -1.233
O -3.633 3.473 1.834
Se -3.282 1.908 1.999
O -3.347 1.103 0.520
O -1.655 1.670 2.332
O -4.195 1.099 3.066
*
```

Output
HOMO, eV: -5.910
E_LUMO, eV: 2.30
Frontier orbital gap, eV: 8.21

Record 9
Density functional theory data (the ωB97M-V functional and the def2-TZVPD basis) for 2 unconnected molecules or ions with the total composition C6H11NO.

```
! RIJCOSX wB97M-V def2-TZVPD def2/J DEFGRID3
* xyz 0 1
C 2.648 1.265 -0.939
C 1.860 0.232 -0.190
C 2.347 -0.967 0.256
N 1.368 -1.578 0.977
C 0.228 -0.818 0.944
C 0.512 0.321 0.249
C -0.372 1.525 0.056
H 3.114 1.937 -0.204
H 2.055 1.889 -1.607
H 3.490 0.808 -1.452
H 3.294 -1.416 0.029
H 1.354 -2.564 1.161
H -0.686 -1.178 1.397
H 0.004 2.278 0.718
H -0.413 1.842 -0.983
H -1.412 1.329 0.342
H -7.098 -1.790 0.231
H -5.922 -1.824 -0.821
O -6.373 -1.292 -0.165
*
```

Output
SMILES: Cc1c[nH]cc1C.O
HOMO, eV: -7.957
E_LUMO, eV: 0.91
Frontier orbital gap, eV: 8.87

Record 10
Density functional theory data (the ωB97M-V functional and the def2-TZVPD basis) for H3OPS2 in the gas phase.

```
! RIJCOSX wB97M-V def2-TZVPD def2/J DEFGRID3
* xyz 0 1
O 0.911 -1.756 0.975
P -0.153 -0.598 1.255
S -0.395 2.329 -2.195
S -0.061 0.505 -1.106
H 1.875 -1.602 0.908
H -1.267 -1.599 1.065
H 0.883 2.663 -1.838
*
```

Output
SMILES: OPSS
HOMO (spin up / spin down), eV: -8.129 / -8.128
E_LUMO (spin up / spin down), eV: -1.22 / -1.22
Frontier orbital gap (spin up / spin down), eV: 6.91 / 6.91

Record 11
Density functional theory data (the ωB97M-V functional and the def2-TZVPD basis) for 10 unconnected molecules or ions with the total composition C22H70O28P6.

```
! RIJCOSX wB97M-V def2-TZVPD def2/J DEFGRID3
* xyz 0 1
C -7.703 -11.523 18.696
O -6.830 -10.674 17.957
H -8.742 -11.259 18.498
H -7.540 -12.566 18.421
H -7.515 -11.414 19.766
H -6.287 -11.233 17.378
C -4.687 -19.142 17.697
O -6.017 -19.050 18.158
H -4.559 -19.228 16.613
H -4.108 -18.263 17.997
H -4.171 -20.028 18.083
H -6.174 -19.796 18.738
C -5.895 -7.799 19.582
O -7.095 -8.089 18.890
H -5.029 -8.068 18.969
H -5.893 -6.739 19.818
H -5.842 -8.372 20.519
H -6.981 -8.926 18.414
C -1.418 -8.714 21.065
O -2.619 -8.893 20.338
H -1.468 -9.273 22.008
H -0.570 -9.154 20.545
H -1.186 -7.670 21.291
H -3.352 -8.676 20.921
C 0.625 -10.723 16.958
O 1.469 -9.609 16.688
P 1.605 -8.437 17.725
O 2.806 -7.636 17.590
O 0.219 -7.708 17.537
C -0.157 -6.586 18.348
O 1.402 -9.110 19.151
C 2.445 -9.170 20.126
H 1.188 -11.481 17.503
H 0.277 -11.120 16.007
H -0.265 -10.477 17.542
H -1.059 -6.837 18.898
H -0.401 -5.795 17.635
H 0.638 -6.184 18.974
H 2.022 -9.549 21.054
H 2.882 -8.192 20.323
H 3.237 -9.847 19.804
C -4.835 -13.486 9.073
O -3.940 -12.524 8.548
P -2.396 -12.697 8.747
O -1.583 -11.801 7.942
O -2.183 -14.241 8.567
C -0.870 -14.815 8.660
O -2.183 -12.547 10.332
C -1.999 -11.222 10.853
H -4.642 -14.482 8.673
H -5.858 -13.199 8.843
H -4.768 -13.558 10.162
H -0.817 -15.642 7.957
H -0.758 -15.251 9.655
H -0.108 -14.062 8.479
H -2.518 -11.186 11.812
H -2.417 -10.476 10.181
H -0.943 -11.032 11.035
C -10.208 -11.315 12.104
O -9.156 -10.949 11.227
P -7.691 -11.502 11.396
O -6.802 -11.020 10.361
O -7.882 -13.063 11.504
C -8.617 -13.814 10.548
O -7.297 -11.183 12.865
C -6.168 -10.382 13.231
H -10.409 -10.509 12.810
H -9.998 -12.237 12.648
H -11.115 -11.464 11.517
H -7.999 -14.589 10.089
H -8.970 -13.197 9.720
H -9.439 -14.304 11.067
H -5.457 -10.313 12.408
H -5.716 -10.841 14.101
H -6.507 -9.374 13.470
C -4.314 -14.470 11.633
O -5.489 -15.278 11.597
P -6.039 -16.003 12.906
O -5.023 -16.150 13.947
O -7.338 -15.207 13.321
C -7.137 -14.089 14.206
O -6.653 -17.331 12.333
C -7.506 -17.222 11.175
H -3.687 -14.733 10.783
H -3.753 -14.627 12.552
H -4.602 -13.418 11.580
H -7.063 -14.422 15.237
H -7.927 -13.366 14.025
H -6.228 -13.534 13.953
H -8.250 -16.432 11.285
H -8.039 -18.166 11.108
H -6.910 -17.036 10.285
C -6.107 -10.394 22.515
O -6.010 -11.743 22.956
P -4.636 -12.406 23.274
O -3.964 -11.949 24.473
O -5.039 -13.922 23.228
C -4.059 -14.905 23.579
O -3.715 -12.155 21.991
C -4.198 -12.532 20.701
H -6.411 -9.754 23.338
H -6.839 -10.328 21.711
H -5.161 -10.054 22.082
H -4.504 -15.564 24.320
H -3.150 -14.442 23.957
H -3.815 -15.480 22.685
H -5.283 -12.433 20.630
H -3.833 -13.505 20.382
H -3.823 -11.780 20.005
C -3.874 -14.866 16.855
O -3.308 -13.537 16.831
P -4.026 -12.374 16.057
O -5.478 -12.255 16.221
O -3.150 -11.110 16.361
C -3.480 -10.224 17.448
O -3.648 -12.635 14.544
C -2.278 -12.613 14.131
H -4.086 -15.180 17.878
H -3.065 -15.527 16.546
H -4.742 -14.965 16.212
H -4.462 -9.788 17.300
H -2.686 -9.483 17.499
H -3.398 -10.718 18.417
H -1.604 -12.515 14.981
H -2.129 -11.731 13.507
H -2.042 -13.506 13.559
*
```

Output
SMILES: COP(=O)(OC)OC.COP(=O)(OC)OC.COP(=O)(OC)OC.COP(=O)(OC)OC.COP(=O)(OC)OC.COP(=O)(OC)OC.CO.CO.CO.CO
HOMO, eV: -9.978
E_LUMO, eV: 0.24
Frontier orbital gap, eV: 10.22

E_tot (computed, hartree): -12754.3791; -340.5697; -3342.0889; -309.8143; -2268.4812; -282.9324; -628.3208; -7357.4565; -365.2060; -1214.7053; -5035.5490
Energy relative to the best compared isomer or geometry (same formula, charge and spin) (computed, kcal/mol): 0.05; 141.32; 0.00; 17.62; 7.29; 145.17; 35.36; 4.86; 15.97; 67.01; 28.67